[1]
The following is a quantum chemistry calculation of C22H35F4N8Pb as an isolated structure, from OMol25.

```
70
Properties=species:S:1:pos:R:3:forces:R:3
Pb 0.4305 1.3752 0.8051 0.090 0.171 0.013
C -2.3753 2.4415 -0.7838 0.031 -0.005 -0.003
N -1.1898 3.0547 -0.1739 -0.035 -0.057 -0.043
C -0.5477 3.9603 -1.1312 0.027 -0.028 0.021
C -1.5400 3.7838 1.0568 -0.035 0.040 0.048
C -2.1180 2.8828 2.1325 -0.016 0.090 0.013
N -1.2238 1.7617 2.3841 -0.035 -0.155 -0.119
C -1.5041 0.9153 3.4241 0.026 0.045 0.056
C -0.5948 -0.1112 3.7258 -0.009 0.003 0.017
F 0.5324 -0.1974 2.9548 0.011 -0.004 0.003
C -0.7617 -1.0352 4.7296 -0.022 -0.018 0.018
F 0.1835 -1.9672 4.9048 0.000 0.008 -0.010
C -1.8766 -1.0053 5.5413 0.013 -0.007 -0.005
C -2.7975 -0.0120 5.2781 -0.019 0.025 -0.012
F -3.9058 0.0685 6.0188 0.006 -0.001 0.002
C -2.6360 0.9132 4.2612 0.008 -0.010 -0.009
F -3.6227 1.8148 4.0918 -0.001 0.002 -0.004
H -3.1393 3.2001 -0.9900 -0.010 -0.009 0.000
H -2.7946 1.6835 -0.1239 0.004 -0.002 -0.007
H -2.0870 1.9605 -1.7170 -0.010 0.020 0.011
H -1.2196 4.7788 -1.4118 0.004 -0.001 -0.007
H -0.2736 3.4097 -2.0313 0.005 0.001 0.003
H 0.3533 4.3899 -0.6912 -0.002 0.006 0.000
H -2.2562 4.5831 0.8265 0.007 0.001 -0.004
H -0.6264 4.2602 1.4261 0.005 -0.015 0.009
H -3.1275 2.5673 1.8508 0.006 -0.003 -0.022
H -2.2348 3.5061 3.0231 -0.013 -0.025 0.016
H -2.0229 -1.7157 6.3406 0.006 -0.002 -0.001
C 4.3493 -0.7404 -3.0607 -0.008 -0.008 0.005
N 3.9722 -1.4525 -1.8502 -0.018 0.008 -0.006
C 4.9269 -2.4551 -1.3749 0.006 0.007 -0.006
C 4.3801 -2.7856 -0.0004 -0.002 -0.002 0.017
N 3.8052 -1.5071 0.3789 0.002 0.023 -0.052
C 3.0412 -1.3978 1.5969 0.005 0.001 0.015
C 3.3957 -0.8340 -0.7514 -0.037 -0.056 0.001
N 2.5822 0.1571 -0.6584 0.050 0.020 0.005
C 2.0223 0.8439 -1.7928 0.003 0.007 0.002
C 0.7452 0.1847 -2.3038 0.009 -0.005 -0.021
N -0.2438 -0.0133 -1.2388 -0.082 -0.033 0.048
C -1.2280 -0.8295 -1.4815 -0.004 -0.004 0.045
N -2.0548 -1.3080 -0.4972 0.023 -0.039 -0.036
C -1.6244 -1.3333 0.8842 -0.010 0.029 0.030
C -2.7798 -2.4697 -1.0048 0.002 0.025 0.007
C -2.8349 -2.1548 -2.4814 0.006 0.017 -0.013
N -1.5975 -1.3937 -2.6844 -0.001 -0.006 -0.011
C -1.5401 -0.6952 -3.9642 -0.003 0.008 -0.012
H 5.0593 -1.3604 -3.6042 -0.002 -0.003 -0.001
H 4.8319 0.2169 -2.8448 0.008 -0.003 -0.005
H 3.4971 -0.5769 -3.7189 -0.007 0.010 0.005
H 5.9318 -2.0235 -1.3013 0.003 -0.007 0.003
H 4.9557 -3.3116 -2.0459 0.000 0.000 0.000
H 5.1507 -3.0998 0.7009 -0.002 0.002 0.006
H 3.6098 -3.5659 -0.0565 0.003 -0.003 -0.001
H 3.5263 -1.9881 2.3719 0.002 -0.004 -0.003
H 2.0127 -1.7585 1.4706 0.007 -0.005 0.002
H 3.0117 -0.3616 1.9269 -0.010 0.002 -0.007
H 2.6889 0.9801 -2.6435 0.026 -0.015 0.000
H 1.7794 1.8719 -1.4820 0.009 -0.002 -0.005
H 1.0096 -0.7865 -2.7384 -0.005 0.010 -0.008
H 0.3561 0.8167 -3.1081 0.000 0.025 0.022
H -1.6944 -0.3407 1.3259 -0.008 -0.028 -0.018
H -0.6034 -1.7192 0.9872 -0.008 -0.003 -0.002
H -2.3005 -1.9739 1.4470 0.009 -0.017 -0.001
H -3.7624 -2.5539 -0.5459 0.000 0.005 0.006
H -2.2138 -3.3883 -0.8124 -0.003 -0.002 0.004
H -3.7011 -1.5248 -2.7144 -0.006 -0.016 -0.008
H -2.8556 -3.0367 -3.1178 0.004 -0.009 0.011
H -2.0992 -1.2916 -4.6817 -0.011 0.013 -0.001
H -0.5280 -0.6013 -4.3405 -0.002 -0.010 -0.004
H -2.0037 0.2953 -3.9114 0.010 -0.003 0.005
```
Positions in Å, forces in eV/Å.

Computed properties:
Energy = -1889.45548 Ha
Total charge = +1
E_LUMO = -2.57 eV
E_HOMO = -10.16 eV
Energy relative to the best compared isomer or geometry (same formula, charge and spin) = 5.0 kJ/mol
Kohn-Sham gap = 7.60 eV

[2]
The following is a quantum chemistry calculation of an isolated ion of composition C9H13N2 and charge +1 in a non-equilibrium geometry, from OMol25.

```
24
Properties=species:S:1:pos:R:3:forces:R:3
C -2.5122 1.3991 1.2106 1.907 -1.016 -1.697
N -1.0985 1.0650 0.7518 0.107 -0.766 -0.747
C -0.7171 -0.0499 0.2533 5.083 -0.639 -0.014
C -1.0590 -1.4402 0.0598 1.259 -2.344 3.240
C 0.2511 -2.3392 0.1323 0.899 2.588 -0.419
C 1.5778 -2.1533 -0.0149 -0.575 1.032 0.920
N 2.2891 -0.9636 -0.2065 -5.531 3.418 -0.225
C 1.0018 0.1251 -0.2142 -0.570 0.170 -1.255
C 0.8479 0.4171 -1.7154 -1.513 -2.907 -0.884
C 1.1345 1.4644 0.2843 -2.279 1.360 1.751
C -0.0239 2.0366 0.6830 1.181 -3.131 -0.271
H -2.7362 2.1533 0.4368 -0.757 0.032 0.980
H -3.0737 0.4349 0.9747 0.313 1.574 1.097
H -2.3129 1.7620 2.2375 -1.173 -0.277 -0.542
H -1.3145 -1.6544 -0.9165 -1.402 -0.092 -2.206
H -1.7268 -1.9889 0.8147 0.275 1.431 -1.210
H -0.0423 -3.3062 0.1673 -0.749 -3.036 0.126
H 2.2670 -2.9354 -0.0183 0.482 -1.832 0.132
H 2.9916 -0.5809 0.4064 0.129 -0.717 0.667
H 0.1851 1.1853 -2.0447 -1.619 0.193 0.408
H 0.6701 -0.5660 -2.2540 0.011 1.205 0.465
H 1.6783 0.8347 -2.1419 2.987 0.488 -0.586
H 1.9516 2.0859 0.2181 2.036 1.000 -0.339
H -0.2291 3.0146 0.8958 -0.500 2.266 0.607
```
Positions in Å, forces in eV/Å.

Computed properties:
Energy = -459.82598 Ha
Total charge = +1
E_LUMO = -4.13 eV
E_HOMO = -12.40 eV
Energy relative to the best compared isomer or geometry (same formula, charge and spin) = 493.8 kJ/mol
Kohn-Sham gap = 8.27 eV
SMILES = C[N+]1=C2CC=CN[C@]2(C)C=C1